No. 1
Computed, not measured: a 2-piece molecular cluster, C9H11O3 overall in a non-equilibrium geometry, with ωB97M-V/def2-TZVPD.

Values from the calculation:
* total charge: -1
* maximum force: 6.39 eV/A
* LUMO level: 3.48 eV
* frontier orbital gap: 6.27 eV

Last column: Löwdin charge in e.
Positions of all 23 atoms, in Å:
C (0.79723, -2.37179, -2.34874)  -0.1225
C (-1.54668, -0.15748, 0.29839)  -0.5481
C (-0.57268, -1.08646, 0.78703)  -0.0716
C (-1.69054, 0.05333, -1.10589)  -0.0670
C (0.21424, -1.71631, -0.18403)  -0.1282
C (-1.07839, -0.75759, -1.95673)  -0.0869
C (-0.02145, -1.55895, -1.48261)  -0.4215
O (-2.14275, 0.52967, 1.16288)  -0.1465
H (0.04124, 1.98978, 3.42877)  0.0945
H (-0.51237, -1.09706, 1.84186)  0.0775
H (-2.44628, 0.74740, -1.32053)  0.0841
H (0.81734, -2.55807, 0.36730)  0.1370
H (-1.30346, -0.58026, -3.01839)  0.1066
H (1.87029, -2.30978, -1.98927)  0.0804
H (0.82278, -1.74761, -3.27277)  0.0774
H (0.46727, -3.44565, -2.27934)  0.0861
C (0.65834, 2.01713, 1.09660)  -0.0033
C (1.21357, 2.91569, 2.11732)  -0.5838
O (2.16970, 3.60092, 1.98068)  0.1051
O (0.51233, 2.80030, 3.28977)  0.0784
H (0.96104, 0.97267, 1.47963)  0.1206
H (1.15236, 1.90240, 0.16323)  0.0790
H (-0.38313, 1.85773, 0.94484)  0.0527

Forces on atoms 1 to 6 (eV/Å):
C 2.1 -0.1 -1.1
C 1.2 0.0 1.3
C -0.4 0.7 -2.9
C -1.2 -0.2 2.6
C -0.3 -1.6 6.2
C 1.8 0.0 -1.6

=====

No. 2
Computed, not measured: a single C3H4N2O2 molecule in a non-equilibrium geometry, with ωB97M-V/def2-TZVPD.

Values from the calculation:
* SMILES: Nc1coc(=O)[nH]1
* maximum force: 1.45 eV/A
* LUMO level: 0.48 eV
* frontier orbital gap: 8.93 eV

Last column: Löwdin charge in e.
Positions of all 11 atoms, in Å:
N (-1.78560, -0.39953, 0.21095)  0.1371
C (-0.46887, -0.01767, 0.14126)  -0.3856
C (-0.02011, 1.26701, 0.24464)  -0.0831
O (1.39340, 1.18858, 0.24299)  0.0546
C (1.77593, -0.09209, 0.06703)  -0.5295
O (2.90073, -0.51053, 0.04769)  0.1122
N (0.59433, -0.84490, -0.04590)  0.2010
H (-2.18812, -0.84704, -0.59957)  0.1008
H (-2.35828, 0.35651, 0.56673)  0.1008
H (-0.42843, 1.73275, -0.64964)  0.1250
H (0.58503, -1.83308, -0.22618)  0.1666

Forces on atoms 1 to 6 (eV/Å):
N -0.1 0.0 -0.1
C 0.0 -0.1 -0.1
C -0.1 -0.4 -0.5
O 0.3 -0.2 -0.4
C 0.2 -0.2 -0.1
O -0.3 0.1 0.0

=====

The highest LUMO level belongs to which entry? C9H11O3

=====

What did the first record say?
Computed, not measured: a 2-piece molecular cluster, C9H11O3 overall in a non-equilibrium geometry, with ωB97M-V/def2-TZVPD.

Values from the calculation:
* total charge: -1
* maximum force: 6.39 eV/A
* LUMO level: 3.48 eV
* frontier orbital gap: 6.27 eV

Last column: Löwdin charge in e.
Positions of all 23 atoms, in Å:
C (0.79723, -2.37179, -2.34874)  -0.1225
C (-1.54668, -0.15748, 0.29839)  -0.5481
C (-0.57268, -1.08646, 0.78703)  -0.0716
C (-1.69054, 0.05333, -1.10589)  -0.0670
C (0.21424, -1.71631, -0.18403)  -0.1282
C (-1.07839, -0.75759, -1.95673)  -0.0869
C (-0.02145, -1.55895, -1.48261)  -0.4215
O (-2.14275, 0.52967, 1.16288)  -0.1465
H (0.04124, 1.98978, 3.42877)  0.0945
H (-0.51237, -1.09706, 1.84186)  0.0775
H (-2.44628, 0.74740, -1.32053)  0.0841
H (0.81734, -2.55807, 0.36730)  0.1370
H (-1.30346, -0.58026, -3.01839)  0.1066
H (1.87029, -2.30978, -1.98927)  0.0804
H (0.82278, -1.74761, -3.27277)  0.0774
H (0.46727, -3.44565, -2.27934)  0.0861
C (0.65834, 2.01713, 1.09660)  -0.0033
C (1.21357, 2.91569, 2.11732)  -0.5838
O (2.16970, 3.60092, 1.98068)  0.1051
O (0.51233, 2.80030, 3.28977)  0.0784
H (0.96104, 0.97267, 1.47963)  0.1206
H (1.15236, 1.90240, 0.16323)  0.0790
H (-0.38313, 1.85773, 0.94484)  0.0527

Forces on atoms 1 to 6 (eV/Å):
C 2.1 -0.1 -1.1
C 1.2 0.0 1.3
C -0.4 0.7 -2.9
C -1.2 -0.2 2.6
C -0.3 -1.6 6.2
C 1.8 0.0 -1.6

=====

Which of these has the lowest maximum force? C3H4N2O2